# 1
Computed, not measured: a molecular structure, C38H39BrF5N2OPtS2Si in a non-equilibrium geometry, with the ωB97M-V functional and the def2-TZVPD basis.

HOMO (eV): -10.7
F_max (eV/A): 1.94
Charge: +1
Total energy (a.u.): -5934.51853
LUMO level (eV): -4.841
HOMO-LUMO gap (Ha): 0.2163
Spin multiplicity: 1

Each line ends with the Löwdin charge.
Geometry (Å):
H 3.614 3.020 2.534  0.09
C -0.381 -1.896 -1.700  -0.23
H 0.251 3.542 -3.116  0.09
H -1.880 2.905 -2.531  0.09
H 1.503 4.031 -1.977  0.07
C 0.699 3.314 -2.144  -0.10
H -0.902 0.090 -4.413  0.13
C -2.442 -0.877 -2.341  0.05
S 5.862 -2.256 0.350  1.07
H -3.027 -0.265 -3.016  0.12
H 1.976 3.255 3.140  0.06
C -3.023 -1.380 -1.186  -0.17
H -0.890 0.973 2.932  0.05
F -4.046 -9.208 1.573  0.14
H -2.626 -2.625 0.550  0.12
H -1.258 1.499 -1.659  0.02
H -1.155 5.231 -1.909  0.09
F 0.490 -8.125 2.179  0.13
C -0.848 4.855 -0.928  -0.08
H 1.764 5.275 1.605  0.08
C 2.563 2.767 2.361  -0.11
H 8.033 -1.397 1.023  0.08
C -0.929 -6.469 1.297  -0.27
C 3.121 2.538 -0.028  -0.12
C 1.741 -1.122 -2.624  -0.13
C -1.769 -8.680 1.880  -0.14
H 7.816 0.569 -0.701  0.11
H 2.966 1.460 -0.078  0.03
H -2.744 3.518 1.001  0.07
H 1.124 2.308 -2.203  0.06
C 5.861 -0.275 -1.268  -0.11
H -1.586 4.560 3.451  0.09
C -0.384 3.397 -1.059  -0.62
S -5.254 0.246 -1.535  1.06
F -2.460 -4.947 0.359  0.05
Pt 0.430 -3.934 0.260  1.21
H -7.174 -1.388 1.026  0.11
C 7.211 -1.212 0.351  -0.39
C -6.427 -1.057 0.321  -0.16
H 3.400 -3.251 0.079  0.11
C -2.228 -2.208 -0.364  -0.04
H 2.077 5.126 -0.130  0.06
H 0.412 1.987 3.553  0.06
H 1.559 0.122 -4.390  0.13
C 2.153 3.222 0.952  -0.63
C -0.924 2.997 2.115  -0.63
Si 0.298 2.774 0.636  0.53
Br 0.413 0.497 0.423  0.61
H -0.936 5.188 1.936  0.07
C 1.028 -1.952 -1.756  -0.23
H 4.144 2.702 0.324  0.09
C -0.349 -0.439 -3.648  0.01
H -2.422 2.582 -0.887  0.06
O 0.049 -5.583 1.293  -0.26
H 0.157 4.572 3.182  0.07
C -3.277 -7.073 0.953  -0.15
H -3.017 2.781 2.575  0.09
C 7.078 -0.206 -0.555  -0.16
C 3.109 -0.959 -2.383  0.08
H 3.680 -0.277 -2.999  0.14
C -0.629 1.985 3.236  -0.12
C -0.808 4.414 2.696  -0.08
C -0.733 -7.769 1.786  -0.14
H 3.405 4.984 1.019  0.09
C 3.720 -1.634 -1.332  -0.17
C -4.383 -1.056 -0.785  -0.48
F -1.543 -9.896 2.359  0.14
N 1.644 -2.719 -0.840  -0.07
C -1.084 -1.093 -2.601  -0.14
C 2.941 -2.587 -0.644  -0.05
C 1.003 -0.427 -3.640  0.01
F -4.498 -6.721 0.556  0.13
C 5.077 -1.337 -0.897  -0.48
C -3.049 -8.337 1.472  -0.14
C -1.560 2.540 -1.549  -0.11
H 2.466 1.685 2.473  0.07
C -6.616 -0.023 -0.543  -0.39
C -2.234 -6.178 0.864  -0.14
H 5.575 0.448 -2.019  0.11
H -7.491 0.597 -0.654  0.08
H -1.704 4.948 -0.258  0.07
N -0.977 -2.488 -0.643  0.01
C -2.378 2.753 1.687  -0.10
C 2.352 4.742 0.854  -0.08
H -4.826 -2.484 0.787  0.12
C -5.150 -1.644 0.188  -0.10
H -1.241 2.235 4.108  0.09
H -2.503 1.770 1.228  0.07
H -0.055 5.508 -0.556  0.07
H 3.052 2.944 -1.036  0.06



# 2
Computed, not measured: 5 unconnected molecules or ions with the total composition CH11O4S in a non-equilibrium geometry, with the ωB97M-V functional and the def2-TZVPD basis.

HOMO (alpha / beta) (eV): -10.5 / -10.4
F_max (eV/A): 1.09
Total energy (a.u.): -743.78167
⟨S²⟩: 0.75
LUMO level (alpha / beta) (eV): 0.223 / -3.315
HOMO-LUMO gap (alpha / beta) (Ha): 0.3951 / 0.2591
Spin multiplicity: 2
Energy above the lowest of the compared OMol25 structures with the same formula, charge and spin (kcal/mol): 1.3

Each line ends with the Mulliken spin population.
Geometry (Å):
H -1.220 2.034 1.337  0.00
H 2.064 1.265 -1.095  0.00
O -0.463 1.450 1.433  0.01
H 2.572 1.105 0.326  0.00
H 1.067 0.749 2.007  0.00
O 0.424 -2.288 0.247  0.00
H 1.874 -0.547 1.719  0.00
H -0.673 0.707 0.834  0.00
H -0.344 0.680 -1.683  0.04
S -2.191 -0.542 -0.588  0.96
O 2.886 1.304 -0.586  0.00
H -1.688 0.595 -2.747  -0.01
C -1.182 0.040 -1.965  -0.06
H 0.890 -2.416 -0.587  0.00
H -0.577 -0.757 -2.449  0.05
H -0.369 -1.778 0.036  0.00
O 1.944 0.407 1.825  0.00



# 3
Computed, not measured: 2 unconnected molecules or ions with the total composition C2H5ClS in a non-equilibrium geometry, with the ωB97M-V functional and the def2-TZVPD basis.

HOMO (eV): -9.7
F_max (eV/A): 4.83
Total energy (a.u.): -937.53012
LUMO level (eV): 0.873
HOMO-LUMO gap (Ha): 0.3895
Spin multiplicity: 1
Energy above the lowest of the compared OMol25 structures with the same formula, charge and spin (kcal/mol): 17.6

Each line ends with the Löwdin charge.
Geometry (Å):
H -0.961 -1.252 0.594  0.01
C -0.324 -1.504 -0.140  -0.07
H 0.112 -0.946 -2.190  0.04
Cl -1.661 0.400 -1.468  0.54
H 0.069 1.675 1.438  -0.28
H 1.336 2.966 1.876  -0.19
H 0.490 -2.201 -0.192  0.06
C -0.405 -0.824 -1.276  -0.59
S 1.344 1.686 1.359  0.47



# 4
Computed, not measured: a molecular structure, C12H14N4O7RuS2 in a non-equilibrium geometry, with the ωB97M-V functional and the def2-TZVPD basis.

HOMO (alpha / beta) (eV): -4.9 / -5.0
F_max (eV/A): 4.68
Charge: -1
Total energy (a.u.): -2102.70082
⟨S²⟩: 0.92
LUMO level (alpha / beta) (eV): 1.035 / 1.515
HOMO-LUMO gap (alpha / beta) (Ha): 0.2188 / 0.2387
Spin multiplicity: 2
Energy above the lowest of the compared OMol25 structures with the same formula, charge and spin (kcal/mol): 77.1

Each line ends with the Mulliken spin population.
Geometry (Å):
C 2.300 1.872 -2.701  -0.01
N -2.326 0.188 -0.140  -0.03
Ru 0.212 0.217 -0.424  1.07
H -2.195 -2.510 1.969  0.00
S -0.411 2.017 -2.292  -0.12
H -0.049 -2.270 0.443  0.00
H -2.606 2.154 -0.806  0.00
O -2.201 2.956 2.004  0.00
H -2.333 -0.061 1.915  0.00
C -2.868 -0.362 -1.368  0.00
O 1.816 0.236 1.669  0.01
C 3.970 -0.805 1.921  0.00
H 4.457 1.172 1.730  0.00
C -2.704 1.568 0.111  0.01
C 3.468 2.245 -3.384  0.00
O -0.762 -1.451 -1.740  0.03
C 1.080 2.446 -3.019  0.04
H -3.736 1.666 0.481  0.00
N 4.274 0.507 2.476  0.00
N 0.964 4.337 -4.731  0.01
H 3.926 -1.534 2.737  0.00
C -1.892 -1.966 1.063  0.00
C -2.634 -0.629 1.031  0.00
H 4.683 -1.186 1.177  0.00
O -0.526 1.836 1.073  0.06
H -2.165 -2.569 0.196  0.00
O 2.208 -1.557 0.459  0.00
H 5.102 0.472 3.059  0.00
O -0.494 -1.752 1.130  0.01
H -3.720 -0.824 1.089  0.00
C -1.724 2.194 1.179  -0.01
C -2.003 -1.582 -1.880  -0.01
H 2.276 0.844 2.281  0.00
S 2.514 0.696 -1.469  -0.03
N 4.449 2.506 -3.926  -0.01
H -2.816 0.395 -2.156  0.00
C 2.592 -0.758 1.275  -0.01
C 1.030 3.478 -3.971  0.00
O -2.597 -2.543 -2.344  0.00
H -3.912 -0.697 -1.260  0.00



# 5
Computed, not measured: a single CH3NO2S2 molecule in a non-equilibrium geometry, with the ωB97M-V functional and the def2-TZVPD basis.

HOMO (alpha / beta) (eV): -8.2 / -8.4
F_max (eV/A): 3.69
Total energy (a.u.): -1041.34808
LUMO level (alpha / beta) (eV): -1.653 / -1.438
HOMO-LUMO gap (alpha / beta) (Ha): 0.2399 / 0.2562
Spin multiplicity: 1
Energy above the lowest of the compared OMol25 structures with the same formula, charge and spin (kcal/mol): 89.9

Each line ends with the Löwdin charge.
Geometry (Å):
C 0.047 -1.284 -0.301  -0.27
O 2.126 2.296 1.044  -0.10
S -0.415 2.010 0.812  0.72
H -0.277 -2.141 -0.956  0.07
H -0.341 -1.557 0.720  0.07
S -0.972 0.146 -0.885  0.75
O -2.326 -0.307 -0.650  -0.56
N 1.124 1.828 0.577  -0.68
H 1.033 -0.991 -0.360  0.00



# 6
Computed, not measured: 2 unconnected molecules or ions with the total composition C3H6FN in a non-equilibrium geometry, with the ωB97M-V functional and the def2-TZVPD basis.

HOMO (eV): -8.5
F_max (eV/A): 6.37
Total energy (a.u.): -272.38877
LUMO level (eV): 0.467
HOMO-LUMO gap (Ha): 0.3292
Spin multiplicity: 1
Energy above the lowest of the compared OMol25 structures with the same formula, charge and spin (kcal/mol): 64.2

Each line ends with the Löwdin charge.
Geometry (Å):
H 0.667 -1.778 -2.195  0.05
H -0.803 0.005 -1.575  0.10
H -0.460 2.159 0.753  0.10
C -0.153 -0.399 -0.772  -0.14
C 0.590 -1.413 -1.201  0.00
H 1.704 0.324 0.772  0.18
F -0.040 -0.812 1.662  -0.07
H -1.357 1.223 1.804  0.12
N -0.488 1.261 1.235  0.05
C 0.012 0.182 0.630  -0.45
H 1.199 -1.854 -0.444  0.05



Repeat the second record exactly.
Computed, not measured: 5 unconnected molecules or ions with the total composition CH11O4S in a non-equilibrium geometry, with the ωB97M-V functional and the def2-TZVPD basis.

HOMO (alpha / beta) (eV): -10.5 / -10.4
F_max (eV/A): 1.09
Total energy (a.u.): -743.78167
⟨S²⟩: 0.75
LUMO level (alpha / beta) (eV): 0.223 / -3.315
HOMO-LUMO gap (alpha / beta) (Ha): 0.3951 / 0.2591
Spin multiplicity: 2
Energy above the lowest of the compared OMol25 structures with the same formula, charge and spin (kcal/mol): 1.3

Each line ends with the Mulliken spin population.
Geometry (Å):
H -1.220 2.034 1.337  0.00
H 2.064 1.265 -1.095  0.00
O -0.463 1.450 1.433  0.01
H 2.572 1.105 0.326  0.00
H 1.067 0.749 2.007  0.00
O 0.424 -2.288 0.247  0.00
H 1.874 -0.547 1.719  0.00
H -0.673 0.707 0.834  0.00
H -0.344 0.680 -1.683  0.04
S -2.191 -0.542 -0.588  0.96
O 2.886 1.304 -0.586  0.00
H -1.688 0.595 -2.747  -0.01
C -1.182 0.040 -1.965  -0.06
H 0.890 -2.416 -0.587  0.00
H -0.577 -0.757 -2.449  0.05
H -0.369 -1.778 0.036  0.00
O 1.944 0.407 1.825  0.00